A 5-piece molecular cluster, C7H20O5 overall in a non-equilibrium geometry. Source: the Open Molecules 2025 dataset; level of theory: ωB97M-V/def2-TZVPD.

Each line ends with the Löwdin charge.
Atoms and positions in Å:
C  -1.66730  1.96006  1.15434  0.016
C  -1.52978  0.92378  0.33113  -0.367
C  -2.60241  0.48616  -0.60636  -0.062
C  -0.27657  0.07629  0.29081  -0.188
C  0.49333  0.29842  -0.99877  -0.178
C  1.84601  -0.43414  -0.97172  -0.155
C  1.71815  -1.92139  -0.96121  -0.210
O  0.68982  -2.50193  -1.22825  0.031
H  -2.57442  2.57396  1.19415  0.074
H  -0.91615  2.23673  1.84605  0.049
H  -3.50008  1.09438  -0.53924  0.078
H  -2.21949  0.54960  -1.61022  0.064
H  -2.84824  -0.60604  -0.51329  0.096
H  0.34610  0.28830  1.13061  0.075
H  -0.54100  -0.97169  0.44744  0.123
H  -0.10753  -0.10122  -1.86722  0.112
H  0.69562  1.39622  -1.17470  0.118
H  2.49863  -0.04114  -1.80264  0.140
H  2.42053  -0.09334  -0.08487  0.100
H  2.59194  -2.49671  -0.69795  0.119
O  2.59186  -0.60613  2.10448  -0.115
H  1.74132  -0.60116  2.70848  0.032
H  3.28428  -0.28260  2.68744  0.029
O  -1.68543  -1.77116  -2.25799  -0.077
H  -0.83483  -1.96120  -1.88394  -0.043
H  -1.89415  -2.59079  -2.76242  0.068
O  0.26595  -0.52050  3.45240  -0.015
H  -0.13190  0.26364  3.80218  0.060
H  -0.41744  -0.88312  2.89424  0.058
O  0.07863  3.75351  -0.99826  -0.159
H  -0.79106  3.96128  -1.53510  0.095
H  -0.21729  3.09943  -0.24745  0.035

- charge = 0
- highest occupied orbital energy (hartree) = -0.3514
- orbital gap (eV) = 9.9

A 2-piece molecular cluster, C7H21N4O2 overall in a non-equilibrium geometry. Source: the Open Molecules 2025 dataset; level of theory: ωB97M-V/def2-TZVPD.

Each line ends with the Löwdin charge.
Atoms and positions in Å:
C  4.19528  0.09126  0.05496  -0.136
C  0.76077  -3.23824  0.35200  -0.088
C  3.80018  1.46234  0.22400  -0.266
C  -3.08344  0.36019  -1.18959  -0.199
C  -4.01395  -0.07349  0.01460  -0.160
C  0.24805  -2.10712  -0.45492  -0.227
C  2.45468  1.90334  -0.40459  -0.099
N  -1.45302  1.26240  0.38304  0.079
N  -1.71283  0.54179  -0.81572  0.051
N  1.24609  -0.07456  -0.51851  -0.045
N  -3.91686  0.88655  1.19285  -0.020
O  0.37840  -0.77182  0.12267  -0.175
O  1.30905  1.09500  0.06062  -0.167
H  3.96121  -0.38042  -0.90667  0.083
H  5.21124  -0.03632  0.29917  0.066
H  3.56595  -0.54982  0.79741  0.110
H  0.11842  -3.47219  1.23668  0.094
H  0.55620  -4.15826  -0.22200  0.096
H  1.80594  -3.08626  0.59418  0.080
H  4.50450  2.19750  -0.08612  0.105
H  3.83966  1.64923  1.32156  0.128
H  -2.97559  -0.30319  -2.02192  0.105
H  -3.59898  1.22949  -1.72153  0.148
H  -3.75132  -1.04436  0.35797  0.096
H  -5.07287  0.03922  -0.40117  0.139
H  -0.84346  -2.31956  -0.56201  0.118
H  0.80738  -2.06268  -1.46221  0.152
H  2.09720  2.97702  -0.09606  0.164
H  2.47660  1.69555  -1.39741  0.080
H  -0.56597  0.77288  0.73508  0.130
H  -1.13352  2.34012  0.13884  0.241
H  -2.40374  1.36392  0.95642  0.106
H  -4.10957  0.33169  2.07328  0.130
H  -4.70169  1.47878  1.34509  0.081

- charge = +1
- highest occupied orbital energy (spin up / spin down) (hartree) = -0.4992 / -0.3842
- orbital gap (spin up / spin down) (eV) = 11.0 / 5.6

A 7-piece molecular cluster, C7H21N7O14 overall in a non-equilibrium geometry. Source: the Open Molecules 2025 dataset; level of theory: ωB97M-V/def2-TZVPD.

Each line ends with the Löwdin charge.
Atoms and positions in Å:
C  -3.24101  -0.42170  0.55445  0.043
N  -3.14364  -0.23719  2.00335  -0.505
O  -2.09132  -0.35757  2.50272  0.070
O  -4.10431  0.13544  2.57826  0.096
H  -3.13947  -1.52077  0.34368  0.126
H  -2.48839  0.17355  0.05139  0.060
H  -4.20636  0.03128  0.31405  0.105
C  1.46975  -6.01269  0.24743  0.051
N  0.94433  -4.93236  -0.67865  -0.448
O  0.53595  -3.93562  -0.10581  0.027
O  1.08446  -4.96924  -1.88002  0.063
H  1.64236  -6.89369  -0.43500  0.104
H  0.68697  -6.27456  0.98007  0.102
H  2.44734  -5.65824  0.63233  0.110
C  -1.91830  1.00391  -3.04478  0.058
N  -0.56608  1.59903  -3.40592  -0.430
O  0.35372  0.82950  -3.62682  0.038
O  -0.46302  2.80691  -3.49389  0.050
H  -1.93936  -0.06025  -3.20998  0.092
H  -2.72868  1.62483  -3.53656  0.127
H  -1.85675  1.21544  -1.96447  0.047
C  1.97019  -0.47553  -1.16340  0.057
N  1.12099  0.34162  -0.22279  -0.430
O  1.43656  0.35068  0.94292  0.082
O  0.16100  0.86324  -0.72330  0.034
H  1.74925  -0.08753  -2.15584  0.066
H  1.59047  -1.50037  -1.07376  0.096
H  3.02321  -0.32936  -0.93096  0.093
C  2.53496  4.02476  -2.19680  0.047
N  2.64024  3.19796  -0.99465  -0.437
O  2.02940  3.56050  -0.01735  0.063
O  3.29232  2.17950  -1.08541  0.063
H  3.26768  3.59572  -2.90363  0.112
H  2.64713  5.12090  -2.02245  0.120
H  1.55627  3.79830  -2.56169  0.065
C  -0.97906  3.67187  1.02699  0.063
N  -2.37972  3.08022  0.77518  -0.400
O  -2.70711  2.87309  -0.38951  0.027
O  -3.10143  2.90358  1.75191  0.059
H  -0.43724  3.58723  0.06713  0.071
H  -0.56401  3.06631  1.83341  0.101
H  -1.08202  4.73575  1.25551  0.100
C  0.42889  -1.82214  3.82564  0.032
N  1.00949  -3.12208  3.61433  -0.460
O  0.29946  -4.05577  3.82844  0.074
O  2.17962  -3.19304  3.20433  0.034
H  1.31976  -1.16342  3.69712  0.116
H  -0.04009  -1.84328  4.76230  0.089
H  -0.24442  -1.50475  3.03051  0.078

- charge = 0
- highest occupied orbital energy (hartree) = -0.3968
- orbital gap (eV) = 10.8

C7H22IO7 as an isolated structure in a non-equilibrium geometry. Source: the Open Molecules 2025 dataset; level of theory: ωB97M-V/def2-TZVPD.

Each line ends with the Löwdin charge.
Atoms and positions in Å:
I  -0.30594  -0.63068  -0.85291  1.782
C  -2.21096  1.23333  -2.92677  -0.117
O  -1.63272  1.33966  -1.59568  -0.343
H  -2.97862  0.46956  -3.05112  0.068
H  -2.58443  2.14453  -3.39403  0.066
H  -1.40987  0.92769  -3.59978  0.059
H  -1.06093  0.58140  -1.45534  -0.357
C  -1.69348  1.05836  1.09342  -0.265
C  -1.08101  2.38331  0.65027  -0.280
O  -0.16542  2.92913  1.55318  -0.078
O  -2.52847  0.46622  0.12433  -0.193
H  -2.27108  1.21469  2.00448  0.123
H  -0.89180  0.34145  1.27081  0.040
H  -1.87356  3.11586  0.49756  0.125
H  -0.61559  2.19514  -0.31724  0.086
H  0.59705  2.36757  1.39542  -0.010
H  -1.94939  0.05282  -0.52015  -0.166
C  2.00919  1.57630  2.29668  -0.201
C  1.49306  0.56973  1.17470  -0.225
O  0.73835  1.21314  0.18644  -0.372
O  1.57925  1.21052  3.62399  -0.069
H  1.88899  2.65541  2.20095  0.114
H  3.09693  1.50716  2.28361  0.106
H  0.80450  -0.13170  1.64584  0.089
H  2.20035  -0.05969  0.63464  0.111
H  0.18031  0.56789  -0.25386  -0.424
H  2.16447  1.66175  4.23677  0.073
C  1.57893  -3.44140  -1.49960  -0.243
C  0.38030  -3.27357  -0.54877  -0.374
O  -0.17715  -4.59162  -0.14664  -0.121
O  1.97246  -2.10223  -1.79595  -0.182
H  1.41163  -4.15691  -2.30468  0.110
H  2.37272  -3.84696  -0.87228  0.107
H  -0.42372  -2.76306  -1.07891  -0.045
H  0.71909  -2.82540  0.38528  0.086
H  -0.65266  -4.55767  0.68664  0.059
H  1.31924  -1.40173  -1.73128  -0.141

- charge = -1
- highest occupied orbital energy (hartree) = -0.1514
- orbital gap (eV) = 7.1

A 3-piece molecular cluster, C7H22N3Si overall in a non-equilibrium geometry. Source: the Open Molecules 2025 dataset; level of theory: ωB97M-V/def2-TZVPD.

Each line ends with the Löwdin charge.
Atoms and positions in Å:
C  -0.47787  1.92894  0.82270  -0.149
C  -2.61779  0.73096  1.39870  -0.114
C  -1.08424  -3.37205  -0.68850  -0.064
C  1.72191  -1.91616  0.06769  -0.011
C  3.35070  1.66354  0.63040  -0.127
C  -1.65838  1.18164  0.33235  -0.446
C  -0.53369  -0.93604  -0.23929  -0.166
N  -1.28709  -1.98355  -0.31275  -0.005
N  0.74186  -0.78975  -0.31185  0.004
N  2.69415  1.14184  -0.59164  -0.114
Si  -2.37680  1.50961  -1.42839  0.690
H  0.11194  2.19204  -0.05738  0.039
H  -0.71663  2.75944  1.51912  0.105
H  0.14780  1.15079  1.57230  0.154
H  -3.23533  -0.10735  1.07269  0.080
H  -3.30891  1.47139  1.61260  0.071
H  -2.09449  0.50379  2.26671  0.063
H  -0.11712  -3.56619  -1.07941  0.051
H  -1.26652  -4.09254  0.20085  0.123
H  -1.82163  -3.71189  -1.56260  0.138
H  2.15502  -2.22868  -0.86387  0.077
H  2.48403  -1.32020  0.72360  0.111
H  1.35172  -2.73678  0.56888  0.047
H  3.45522  0.82082  1.33926  0.089
H  4.25050  2.07279  0.29555  0.052
H  2.79858  2.53871  0.91764  0.068
H  -2.21080  -1.92215  0.02455  0.108
H  1.30888  0.11418  -0.45629  0.073
H  3.22307  0.27812  -0.91269  0.097
H  2.73617  1.80180  -1.43754  0.129
H  -2.85398  0.17012  -1.80132  -0.072
H  -1.22564  2.18268  -2.04509  -0.063
H  -3.64464  2.47011  -1.57700  -0.038

- charge = +1
- highest occupied orbital energy (spin up / spin down) (hartree) = -0.4416 / -0.4416
- orbital gap (spin up / spin down) (eV) = 8.4 / 8.4

C7H22O10V as an isolated structure in a non-equilibrium geometry. Source: the Open Molecules 2025 dataset; level of theory: ωB97M-V/def2-TZVPD.

Each line ends with the Löwdin charge.
Atoms and positions in Å:
O  -1.81186  0.47568  0.33843  -0.366
V  -0.34583  0.60469  -0.24309  0.843
O  0.56479  0.79352  1.04578  -0.366
C  -0.40786  3.53147  -1.57748  -0.876
O  -0.25501  3.11898  -2.79682  -0.166
O  -0.56438  2.63321  -0.59540  -0.185
O  -0.49113  4.75088  -1.25610  -0.092
O  1.32394  0.78319  -1.78010  -0.087
H  2.00642  0.12267  -1.93438  0.063
H  1.22009  1.25837  -2.62405  0.073
O  0.43666  -1.52175  -0.27077  -0.046
H  1.36352  -1.63744  -0.50235  0.077
H  0.00482  -2.34493  -0.52547  0.080
O  -1.30412  0.07705  -2.34234  -0.070
H  -1.60321  -0.79804  -2.60587  0.059
H  -1.46850  0.65451  -3.10227  0.078
C  -2.99904  -3.04493  1.12217  -0.065
C  -4.24279  -3.91197  1.30478  -0.480
C  -5.16067  -3.67593  0.11227  -0.070
O  -3.83604  -5.29887  1.25473  -0.066
H  -2.52148  -3.37128  0.19764  0.073
H  -2.28811  -3.19881  1.94028  0.080
H  -3.18770  -1.97125  1.16156  0.080
H  -4.75647  -3.65885  2.23573  0.136
H  -6.05975  -4.29081  0.11351  0.073
H  -4.61443  -3.75720  -0.82605  0.077
H  -5.50097  -2.63784  0.19493  0.084
H  -3.86572  -5.61708  2.16120  0.079
C  4.04475  2.66258  -0.57972  -0.048
C  3.70799  2.60827  0.89294  -0.492
C  4.98235  2.36405  1.71919  -0.079
O  3.09236  3.81260  1.33108  -0.028
H  4.89939  2.01997  -0.81868  0.071
H  4.44582  3.64274  -0.85098  0.087
H  3.18033  2.40299  -1.18412  0.062
H  3.03676  1.77316  1.13130  0.116
H  4.79275  2.53589  2.78478  0.068
H  5.77938  3.04314  1.40142  0.074
H  5.39560  1.35139  1.68812  0.069
H  3.00736  3.71596  2.28419  0.080

- charge = -1
- highest occupied orbital energy (hartree) = -0.1098
- orbital gap (eV) = 4.6

Please write out number 2 again, unchanged.
A 2-piece molecular cluster, C7H21N4O2 overall in a non-equilibrium geometry. Source: the Open Molecules 2025 dataset; level of theory: ωB97M-V/def2-TZVPD.

Each line ends with the Löwdin charge.
Atoms and positions in Å:
C  4.19528  0.09126  0.05496  -0.136
C  0.76077  -3.23824  0.35200  -0.088
C  3.80018  1.46234  0.22400  -0.266
C  -3.08344  0.36019  -1.18959  -0.199
C  -4.01395  -0.07349  0.01460  -0.160
C  0.24805  -2.10712  -0.45492  -0.227
C  2.45468  1.90334  -0.40459  -0.099
N  -1.45302  1.26240  0.38304  0.079
N  -1.71283  0.54179  -0.81572  0.051
N  1.24609  -0.07456  -0.51851  -0.045
N  -3.91686  0.88655  1.19285  -0.020
O  0.37840  -0.77182  0.12267  -0.175
O  1.30905  1.09500  0.06062  -0.167
H  3.96121  -0.38042  -0.90667  0.083
H  5.21124  -0.03632  0.29917  0.066
H  3.56595  -0.54982  0.79741  0.110
H  0.11842  -3.47219  1.23668  0.094
H  0.55620  -4.15826  -0.22200  0.096
H  1.80594  -3.08626  0.59418  0.080
H  4.50450  2.19750  -0.08612  0.105
H  3.83966  1.64923  1.32156  0.128
H  -2.97559  -0.30319  -2.02192  0.105
H  -3.59898  1.22949  -1.72153  0.148
H  -3.75132  -1.04436  0.35797  0.096
H  -5.07287  0.03922  -0.40117  0.139
H  -0.84346  -2.31956  -0.56201  0.118
H  0.80738  -2.06268  -1.46221  0.152
H  2.09720  2.97702  -0.09606  0.164
H  2.47660  1.69555  -1.39741  0.080
H  -0.56597  0.77288  0.73508  0.130
H  -1.13352  2.34012  0.13884  0.241
H  -2.40374  1.36392  0.95642  0.106
H  -4.10957  0.33169  2.07328  0.130
H  -4.70169  1.47878  1.34509  0.081

- charge = +1
- highest occupied orbital energy (spin up / spin down) (hartree) = -0.4992 / -0.3842
- orbital gap (spin up / spin down) (eV) = 11.0 / 5.6